Entry 1:
44
Properties=species:S:1:pos:R:3:mulliken_charge:R:1 method="wB97M-V/def2-TZVPD" homo_energy_ev=-8.844 gap_ev=9.12 energy_ev=-40114.9373
N 0.1023 -0.3079 2.6487 -0.588
C 0.2390 -0.6847 1.2501 -0.774
C -0.2223 0.4086 0.2173 1.352
C -1.7117 0.8285 0.4159 -0.756
O -1.9575 2.2477 0.2575 -0.454
S -1.8252 2.8807 1.8149 0.481
O -1.9968 4.3397 1.7402 -0.546
O -0.2089 2.6106 2.1263 -0.196
C 0.6031 2.8196 0.9775 0.011
O 1.8435 3.3731 1.4020 -0.583
B 2.4390 2.6133 2.4265 0.713
O 3.3799 1.6165 2.0386 -0.552
O 2.1801 2.7530 3.7841 -0.533
C 0.7866 1.5871 0.0588 -0.930
H 0.9023 0.1896 2.9962 0.199
H -0.7344 0.2148 2.8440 0.306
H 1.3152 -0.7906 1.0643 0.355
H -0.2309 -1.6451 1.0216 0.176
H -0.1902 -0.1218 -0.7506 0.024
H -2.3220 0.3270 -0.3592 0.083
H -2.1483 0.5237 1.3830 0.496
H 0.1447 3.6158 0.3769 0.484
H 4.0156 2.0322 1.4658 0.294
H 2.2745 1.8940 4.1850 0.302
H 0.6571 1.9638 -0.9672 0.234
H 1.7933 1.1526 0.0890 0.404
C 1.2642 -4.3691 1.5432 -0.595
O 1.5511 -3.3093 0.6342 -0.444
H 0.1881 -4.5278 1.5536 0.221
H 1.7582 -5.2904 1.2229 0.287
H 1.5955 -4.1052 2.5506 0.280
H 2.5009 -3.1806 0.6362 0.261
C -3.4625 -1.5150 -2.8725 -0.567
O -2.6635 -1.4349 -1.6944 -0.422
H -4.3897 -0.9723 -2.7035 0.263
H -2.9330 -1.0645 -3.7157 0.166
H -3.6932 -2.5599 -3.0948 0.281
H -1.8533 -1.9198 -1.8661 0.250
C -0.1245 -0.3042 -4.6698 -0.586
O 0.6584 -0.2213 -3.4831 -0.424
H -1.0514 0.2404 -4.5042 0.168
H 0.4104 0.1463 -5.5096 0.319
H -0.3549 -1.3498 -4.8941 0.276
H 1.4711 -0.7043 -3.6402 0.262

=====

Entry 2:
42
Properties=species:S:1:pos:R:3:mulliken_charge:R:1 method="wB97M-V/def2-TZVPD" homo_energy_ev=-5.226 gap_ev=7.48 energy_ev=-83054.5332 de_lowest_kcal_mol=0.0 total_charge=-1
O -2.5637 -0.5474 -0.0809 -0.472
C -2.2651 -1.6348 -0.4482 0.540
F -0.9225 -1.9315 -0.6351 -0.287
N -3.0469 -2.7168 -0.7576 -0.320
C -3.7189 -3.4343 0.3825 0.336
O -4.2111 -2.7515 1.2356 -0.533
Ga -3.5867 -5.5067 0.3663 0.256
C -1.7239 -5.8095 1.1284 0.371
C -1.4587 -5.5515 2.4840 -0.428
C -0.1883 -5.7222 3.0081 -0.390
C 0.8242 -6.1576 2.1629 -0.344
C 0.4964 -6.3947 0.8335 -0.246
N -0.7230 -6.2299 0.3234 -0.509
H -2.5272 -3.3969 -1.2995 0.288
H -3.6479 -5.9742 -1.1664 -0.309
H -4.7333 -6.1365 1.2666 -0.325
H -2.2543 -5.2081 3.1345 0.307
H 0.0174 -5.5117 4.0515 0.358
H 1.8369 -6.3085 2.5145 0.351
H 1.2668 -6.7286 0.1456 0.350
N 1.9399 2.2626 -2.9199 -0.647
C 1.6064 1.0709 -2.4233 -0.369
C 0.5352 0.8635 -1.5666 -0.231
C -0.2371 1.9541 -1.1998 -0.255
C 0.0965 3.2005 -1.7073 -0.428
C 1.1856 3.2986 -2.5601 -0.260
H 2.2319 0.2396 -2.7301 0.373
H 0.3090 -0.1252 -1.1972 0.489
H -1.0798 1.8239 -0.5326 0.454
H -0.4716 4.0835 -1.4459 0.406
H 1.4730 4.2602 -2.9739 0.475
N 1.2637 5.8157 1.2656 -0.568
C 2.0285 5.0317 0.5096 -0.263
C 2.9628 5.5142 -0.3965 -0.313
C 3.1099 6.8847 -0.5253 -0.290
C 2.3193 7.7143 0.2551 -0.310
C 1.4168 7.1312 1.1312 -0.229
H 1.8816 3.9645 0.6302 0.485
H 3.5524 4.8256 -0.9865 0.409
H 3.8264 7.2999 -1.2226 0.371
H 2.3976 8.7911 0.1876 0.345
H 0.7819 7.7478 1.7585 0.360